No. 1
A single C20H25N3O3S molecule, computed with ωB97M-V/def2-TZVPD.

The geometry in ORCA input format:
```
! RIJCOSX wB97M-V def2-TZVPD def2/J DEFGRID3
* xyz 0 1
C -0.13556 4.38257 2.68545
N 0.72894 3.28595 3.06243
C 2.08662 3.72405 3.30401
C 0.62605 2.12948 2.20977
C 1.12040 2.31468 0.75565
N 0.87467 1.12035 -0.02220
C 1.86981 0.16104 -0.09270
O 2.95128 0.33423 0.42392
N 1.56374 -0.98141 -0.79962
C 2.60459 -2.00512 -0.80200
C 2.82619 -2.53810 0.57449
C 3.96772 -2.82715 1.25946
C 3.55525 -3.31402 2.52452
C 2.19736 -3.27808 2.51301
O 1.74510 -2.81187 1.33553
C 0.36114 -1.28178 -1.45164
O 0.23878 -2.32181 -2.06632
C -0.63893 -0.24751 -1.31215
C -1.97160 -0.22161 -1.83931
C -2.63989 0.91092 -1.50870
S -1.65883 1.99488 -0.53724
C -0.33628 0.88824 -0.59367
C -4.03479 1.33633 -1.83318
C -5.00896 0.17434 -2.08484
C -4.69647 -1.05383 -1.22719
C -3.71899 -2.02020 -1.90619
C -2.57677 -1.32005 -2.65244
H -0.17864 5.08867 3.51456
H -1.13914 4.00441 2.49955
H 0.20837 4.92632 1.79290
H 2.08302 4.41243 4.14916
H 2.53716 4.23963 2.44342
H 2.70232 2.86394 3.55829
H 1.20606 1.32058 2.66344
H -0.42534 1.82608 2.18561
H 0.60026 3.14787 0.27667
H 2.19778 2.48906 0.74818
H 2.24950 -2.79066 -1.47755
H 3.53823 -1.57889 -1.17508
H 4.97155 -2.70345 0.91057
H 4.18583 -3.63855 3.32642
H 1.46307 -3.54291 3.24755
H -4.02080 1.99807 -2.70637
H -4.40015 1.93223 -0.99202
H -4.99821 -0.10873 -3.13723
H -6.01544 0.53255 -1.86038
H -4.28669 -0.72351 -0.27076
H -5.61912 -1.59619 -1.01187
H -4.26021 -2.63926 -2.62445
H -3.29870 -2.68474 -1.14933
H -2.94876 -0.89979 -3.58906
H -1.80412 -2.04913 -2.89089
*
```

Molecular weight: 387.5 g/mol
Frontier orbital gap: 8.52 eV
Structure (SMILES): CN(C)CCn1c(=O)n(Cc2ccco2)c(=O)c2c3c(sc21)CCCCC3

Löwdin atomic charge list, values in e, 8 entries:
1 C -0.11
2 N -0.28
3 C -0.10
4 C -0.19
5 C -0.14
6 N 0.00
7 C -0.42
8 O 0.11

=====

No. 2
A single C20H25N3O3S2 molecule in a non-equilibrium geometry, computed with ωB97M-V/def2-TZVPD.

The geometry in ORCA input format:
```
! RIJCOSX wB97M-V def2-TZVPD def2/J DEFGRID3
* xyz 0 1
C 5.39218 -3.70851 0.35043
C 4.65205 -4.91986 0.90878
O 3.58531 -4.55700 1.76792
C 2.41113 -4.12532 1.25840
C 2.09338 -4.04527 -0.09729
C 0.83931 -3.60414 -0.48539
C -0.09192 -3.24093 0.46455
S -1.70810 -2.66833 -0.02089
O -2.71291 -3.36200 0.72596
O -1.79431 -2.69012 -1.45896
N -1.64430 -1.08747 0.56693
C -0.91811 -0.18665 -0.29748
C -1.79429 0.33260 -1.45148
N -2.99772 0.93415 -0.91011
C -3.11253 2.26047 -0.61958
S -4.07507 2.80654 0.61706
N -2.48082 3.13353 -1.43617
C -2.31080 4.53852 -1.14566
C -0.89326 4.83406 -0.72842
C -0.11692 5.76020 -1.41011
C 1.18989 6.00112 -1.02109
C 1.73525 5.31031 0.04691
C 0.96707 4.38241 0.73132
C -0.33967 4.14769 0.34665
C -3.74900 -0.03325 -0.13094
C -2.90298 -0.54123 1.03731
C 0.20698 -3.31480 1.81463
C 1.45055 -3.75334 2.20977
H 6.23283 -4.04066 -0.25219
H 5.76439 -3.09633 1.16783
H 4.73615 -3.09742 -0.26451
H 4.29419 -5.56988 0.10194
H 5.32316 -5.50122 1.54678
H 2.80322 -4.32959 -0.85724
H 0.56874 -3.54430 -1.52815
H -0.05828 -0.72970 -0.69314
H -0.56332 0.65565 0.30763
H -1.21703 1.03516 -2.05228
H -2.08441 -0.51578 -2.07771
H -1.93038 2.77596 -2.20100
H -3.00565 4.77830 -0.33394
H -2.58259 5.12303 -2.02951
H -0.53921 6.30096 -2.24533
H 1.78382 6.72809 -1.55535
H 2.75544 5.49647 0.34828
H 1.38667 3.84554 1.56959
H -0.94687 3.43623 0.88792
H -4.66085 0.43882 0.23557
H -4.00130 -0.87175 -0.78670
H -3.42037 -1.33958 1.56713
H -2.68691 0.28044 1.72703
H -0.54645 -3.03349 2.53189
H 1.71464 -3.82832 3.25243
*
```

Molecular weight: 419.6 g/mol
Frontier orbital gap: 8.54 eV
Structure (SMILES): CCOc1ccc(S(=O)(=O)N2CCN(C(=S)NCc3ccccc3)CC2)cc1

Löwdin atomic charge list, values in e, 8 entries:
1 C -0.06
2 C -0.24
3 O -0.04
4 C -0.26
5 C -0.01
6 C -0.05
7 C -0.29
8 S 0.68

=====

No. 3
A single C20H25N3O5S molecule, computed with ωB97M-V/def2-TZVPD.

The geometry in ORCA input format:
```
! RIJCOSX wB97M-V def2-TZVPD def2/J DEFGRID3
* xyz 0 1
C -4.30017 -2.50628 -1.42841
C -3.71889 -1.12695 -1.11336
N -3.18779 -1.05475 0.23514
C -1.97437 -1.53171 0.59596
O -1.54369 -1.40985 1.72917
C -1.09874 -2.25102 -0.43854
O 0.19680 -1.66503 -0.40997
C 0.20953 -0.32495 -0.56993
O -0.80510 0.30243 -0.79802
C 1.52851 0.25543 -0.43938
C 1.82720 1.64651 -0.51941
C 0.88615 2.76346 -0.76626
N 3.11066 1.83886 -0.33499
N 3.66361 0.63032 -0.11837
C 5.04547 0.55908 0.12359
C 5.57032 -0.29142 1.08988
C 6.93788 -0.32496 1.29862
C 7.77969 0.49239 0.56367
C 7.25021 1.36094 -0.37727
C 5.88707 1.39772 -0.59970
C 2.75145 -0.36358 -0.18185
C 3.07899 -1.80481 -0.07441
C -3.86119 -0.29064 1.28549
C -3.23993 1.11768 1.41524
C -3.70662 1.94851 0.24437
S -5.46861 1.49008 0.14347
O -5.87761 1.24355 -1.21667
O -6.26604 2.41420 0.90042
C -5.34464 -0.09515 1.07038
H -4.69046 -2.51099 -2.44238
H -5.11405 -2.74426 -0.74771
H -3.54920 -3.28757 -1.33805
H -2.92876 -0.87153 -1.82437
H -4.50018 -0.37914 -1.23548
H -0.95111 -3.28551 -0.12206
H -1.48916 -2.21574 -1.45589
H 0.37748 2.61900 -1.71743
H 0.12410 2.78422 0.01070
H 1.43037 3.70328 -0.77503
H 4.91604 -0.90077 1.69268
H 7.34508 -0.98701 2.04806
H 8.84535 0.46105 0.73257
H 7.90218 2.01065 -0.94123
H 5.45356 2.07243 -1.32061
H 2.86236 -2.17216 0.92863
H 2.45536 -2.36670 -0.76499
H 4.12792 -1.98339 -0.30209
H -3.66602 -0.83709 2.21699
H -2.15451 1.02890 1.44089
H -3.57994 1.56496 2.35045
H -3.21011 1.67422 -0.68080
H -3.64448 3.01695 0.41579
H -5.85770 0.06811 2.01301
H -5.83427 -0.88197 0.50949
*
```

Molecular weight: 419.5 g/mol
Frontier orbital gap: 9.56 eV
Structure (SMILES): CCN(C(=O)COC(=O)c1c(C)nn(-c2ccccc2)c1C)[C@H]1CCS(=O)(=O)C1

Löwdin atomic charge list, values in e, 8 entries:
1 C -0.05
2 C -0.21
3 N -0.01
4 C -0.44
5 O 0.08
6 C -0.05
7 O 0.01
8 C -0.41

=====

No. 4
A single C20H25NO molecule, computed with ωB97M-V/def2-TZVPD.

The geometry in ORCA input format:
```
! RIJCOSX wB97M-V def2-TZVPD def2/J DEFGRID3
* xyz 0 1
O -1.66443 0.87441 3.71975
C -1.73673 0.28250 2.44171
C -2.02130 1.27994 1.33925
C -1.46074 2.55150 1.33768
C -1.73122 3.44319 0.31398
C -2.56580 3.07746 -0.72698
C -3.13276 1.81361 -0.73401
C -2.86430 0.92638 0.29186
C -0.47500 -0.56990 2.14775
C 0.78230 0.27359 1.93277
C 1.97766 -0.62802 1.62274
N 1.68369 -1.41453 0.45195
C 2.81619 -1.93647 -0.27826
C 3.13300 -0.99999 -1.46560
C 1.83436 -0.61344 -2.11369
C 1.24797 0.61306 -1.83399
C -0.00453 0.92976 -2.32805
C -0.69108 0.01693 -3.10910
C -0.10969 -1.20334 -3.40818
C 1.14455 -1.51454 -2.91390
C 0.57320 -2.30507 0.67714
C -0.67806 -1.46723 0.92927
H -0.92858 1.49521 3.73016
H -2.58877 -0.40406 2.51480
H -0.81215 2.86669 2.14300
H -1.28746 4.42799 0.33173
H -2.77829 3.77444 -1.52409
H -3.79089 1.52075 -1.53884
H -3.32115 -0.05241 0.28481
H -0.32190 -1.20329 3.03068
H 0.62673 0.93983 1.08338
H 1.00847 0.86995 2.82022
H 2.85692 -0.01213 1.42284
H 2.19769 -1.26611 2.50218
H 3.70530 -2.04874 0.35875
H 2.56337 -2.92457 -0.66979
H 3.64291 -0.10686 -1.10249
H 3.79042 -1.51438 -2.16822
H 1.77631 1.32574 -1.21741
H -0.45197 1.88468 -2.09252
H -1.67548 0.25625 -3.48368
H -0.63876 -1.91815 -4.02217
H 1.59008 -2.47247 -3.14550
H 0.42310 -2.91471 -0.21580
H 0.74926 -2.98051 1.53711
H -1.53694 -2.12329 1.07961
H -0.85549 -0.84967 0.04716
*
```

Molecular weight: 295.4 g/mol
Frontier orbital gap: 8.97 eV
Structure (SMILES): O[C@@H](c1ccccc1)C1CCN(CCc2ccccc2)CC1

Löwdin atomic charge list, values in e, 8 entries:
1 O -0.01
2 C -0.31
3 C -0.17
4 C -0.04
5 C -0.08
6 C -0.11
7 C -0.09
8 C -0.04

=====

No. 5
A single C20H25NO4 molecule in a non-equilibrium geometry, computed with ωB97M-V/def2-TZVPD.

The geometry in ORCA input format:
```
! RIJCOSX wB97M-V def2-TZVPD def2/J DEFGRID3
* xyz 0 1
C 2.06114 3.83803 -0.23973
C 1.49577 2.54812 0.33997
C 2.39846 1.35856 -0.00289
C 1.92369 0.07380 0.62100
O 2.67772 -0.55030 1.37253
C 0.53099 -0.32686 0.44955
C -0.01596 -1.13263 1.41618
O 0.69323 -1.71901 2.36154
C -1.49808 -1.35983 1.56765
C -1.91843 -0.47723 2.74334
O -1.74867 0.71118 2.81142
O -2.49767 -1.20533 3.69281
C -2.92682 -0.50611 4.85477
C -2.31420 -1.02796 0.30243
C -3.79666 -0.88412 0.65253
C -2.14578 -2.16437 -0.70845
C -1.78176 0.29092 -0.27687
C -0.34090 0.11163 -0.65228
N -0.03615 0.25035 -1.87420
C 1.14472 -0.06876 -2.50052
C 1.76436 -1.31125 -2.33826
C 2.88270 -1.63327 -3.08129
C 3.41035 -0.72652 -3.98551
C 2.79620 0.50410 -4.16036
C 1.66574 0.82847 -3.43888
H 3.05249 4.03753 0.16102
H 2.13724 3.76563 -1.32243
H 1.41580 4.67790 0.00574
H 0.49534 2.38039 -0.06145
H 1.41033 2.63826 1.42525
H 2.45371 1.24741 -1.08667
H 3.40898 1.54084 0.37088
H 1.65613 -1.45355 2.22046
H -1.66820 -2.39560 1.87511
H -2.10408 0.07981 5.26813
H -3.75021 0.16687 4.60717
H -3.25334 -1.26323 5.56247
H -4.38186 -0.76574 -0.25621
H -3.96741 -0.01304 1.28093
H -4.15259 -1.76749 1.17890
H -2.61300 -3.07457 -0.33886
H -1.09527 -2.36859 -0.89709
H -2.61119 -1.89523 -1.65321
H -2.35090 0.57446 -1.16166
H -1.87187 1.07325 0.47920
H 1.34903 -2.02363 -1.63953
H 3.35026 -2.59803 -2.94791
H 4.29089 -0.97977 -4.55640
H 3.19830 1.21182 -4.87086
H 1.17742 1.78269 -3.56945
*
```

Molecular weight: 343.4 g/mol
Frontier orbital gap: 8.65 eV
Structure (SMILES): CCCC(=O)C1=C(O)[C@@H](C(=O)OC)C(C)(C)C/C1=N/c1ccccc1

Löwdin atomic charge list, values in e, 8 entries:
1 C -0.10
2 C -0.23
3 C -0.11
4 C -0.31
5 O 0.07
6 C -0.04
7 C -0.19
8 O 0.13